58
Properties=species:S:1:pos:R:3:forces:R:3 method="wB97M-V/def2-TZVPD" e_homo_ha=-0.2070 charge=-1 relative_energy_kcal_mol=92.62 lumo_ev=2.152 homo_lumo_gap_ha=0.286
C -6.194494 -0.060652 -2.790154 0.250 -0.510 0.561
C -4.904169 -0.630936 -3.625565 0.148 1.441 1.034
Cl -5.276550 -2.327219 -4.369196 0.305 1.603 0.712
C -4.388150 0.370140 -4.842342 -0.286 -2.390 0.072
Cl -5.870447 1.146196 -5.697476 1.861 -0.889 0.797
S -3.149761 1.680359 -4.248001 6.628 6.089 -0.810
O -3.652821 3.141635 -4.553794 0.399 -5.246 0.908
O -2.773757 1.551778 -2.752766 -2.269 -0.842 -3.612
O -1.664978 1.533128 -5.134841 -5.992 -0.622 2.900
H -5.885312 0.964437 -2.314829 -0.520 -1.892 -1.023
H -7.175634 0.068246 -3.412899 2.112 -0.307 1.008
H -6.413477 -0.815981 -1.896109 0.509 1.590 -1.983
H -4.022233 -0.750058 -2.829985 -1.844 0.122 -2.082
H -3.771276 -0.333923 -5.581581 -1.467 1.979 1.384
N 0.999364 0.366840 0.666139 -0.604 0.719 0.039
C 0.204932 0.439372 -0.424260 0.589 -0.050 0.708
C -0.807135 1.373041 -0.579590 -0.046 0.138 0.163
C -1.022458 2.287121 0.446368 0.045 -0.101 0.028
C -0.221855 2.236493 1.582848 -0.063 -0.021 -0.161
C 0.767649 1.268528 1.644773 0.192 -0.584 -0.607
H 0.410018 -0.297283 -1.195582 -0.068 0.085 0.012
H -1.413050 1.386873 -1.478441 0.107 -0.007 0.063
H -1.807394 3.032943 0.361066 0.062 -0.095 -0.048
H -0.364629 2.934343 2.400092 0.043 -0.056 -0.028
H 1.420933 1.190644 2.509332 -0.035 0.050 0.005
N 2.915389 4.817349 -4.210892 -0.509 -0.246 0.741
C 3.359455 4.589472 -2.955413 -0.266 0.150 -0.857
C 2.542754 4.189408 -1.909902 -0.184 0.008 -0.121
C 1.186369 4.015366 -2.163732 -0.039 0.048 -0.036
C 0.698602 4.244190 -3.446244 -0.018 -0.023 0.276
C 1.594175 4.638401 -4.427294 0.897 0.145 0.050
H 4.424503 4.742007 -2.806865 -0.045 -0.024 0.032
H 2.954161 4.018145 -0.921636 -0.010 0.001 -0.071
H 0.514911 3.703776 -1.368932 0.095 0.025 -0.139
H -0.353262 4.117904 -3.676244 0.071 -0.101 -0.045
H 1.262805 4.825747 -5.444842 -0.035 -0.054 0.115
N -0.160206 -3.725778 1.073279 -0.119 -0.190 1.086
C -0.552440 -4.820051 1.761810 0.276 0.728 -0.578
C -0.680814 -4.857631 3.141032 0.069 0.198 0.121
C -0.385738 -3.704873 3.861155 0.009 0.054 0.029
C 0.022616 -2.562448 3.180547 -0.148 -0.351 0.179
C 0.117627 -2.621270 1.799452 -0.118 -0.503 -0.796
H -0.768000 -5.695095 1.155599 -0.006 0.030 0.069
H -1.002588 -5.763803 3.641604 0.021 0.062 -0.055
H -0.473452 -3.696577 4.943693 0.008 -0.007 -0.100
H 0.260396 -1.648382 3.712724 -0.026 -0.036 -0.078
H 0.428494 -1.754766 1.222528 0.016 -0.103 0.172
N 5.757486 -2.113831 5.539697 -0.789 -0.338 -0.486
C 5.489336 -3.427843 5.375922 0.244 0.891 0.152
C 4.390842 -3.909507 4.682050 -0.116 0.233 -0.060
C 3.509529 -2.989401 4.124207 -0.044 -0.031 -0.044
C 3.757672 -1.629234 4.277457 -0.029 -0.288 0.011
C 4.884929 -1.244450 4.985374 0.639 -0.512 0.411
H 6.204443 -4.106067 5.832314 -0.057 0.014 -0.044
H 4.226207 -4.976105 4.579484 0.025 0.090 0.010
H 2.636696 -3.329268 3.574385 0.109 0.057 0.051
H 3.089786 -0.886985 3.855247 0.070 -0.061 -0.003
H 5.124001 -0.194469 5.129234 -0.049 -0.071 -0.033